{
  "formula": "C47H57GeIN7O3Ti",
  "method": "ωB97M-V with the def2-TZVPD basis set",
  "homo_energy_ev": [-12.1, -12.1],
  "charge": 2,
  "lumo_energy_ev": [-6.01, -6.14],
  "multiplicity": 2,
  "s2": 0.75,
  "elements": ["Ti", "C", "C", "N", "C", "C", "N", "C", "C", "N", "C", "C", "N", "C", "C", "C", "C", "C", "C", "C", "N", "H", "H", "H", "H", "H", "H", "H", "H", "H", "H", "H", "H", "H", "H", "H", "H", "H", "H", "H", "H", "H", "H", "H", "O", "C", "C", "C", "C", "C", "C", "N", "H", "H", "H", "H", "H", "H", "H", "H", "H", "H", "H", "O", "C", "O", "C", "C", "Ge", "C", "C", "C", "C", "C", "C", "C", "C", "C", "C", "C", "C", "C", "C", "C", "C", "C", "C", "H", "H", "H", "H", "H", "H", "H", "H", "H", "H", "H", "H", "H", "H", "H", "H", "H", "H", "H", "I", "C", "C", "C", "C", "C", "N", "H", "H", "H", "H"],
  "xyz": [[0.635120, -0.305725, 1.712762], [1.932213, 2.089489, 5.332031], [1.331243, 1.209572, 4.289658], [1.791824, 1.004204, 3.112812], [3.039134, 1.609468, 2.646396], [3.493006, 0.849073, 1.408262], [2.351967, 0.619317, 0.513992], [1.929684, 1.804069, -0.274445], [0.705915, 2.462811, 0.337284], [-0.278508, 1.440603, 0.731653], [-1.175665, 1.013376, -0.372623], [-1.889991, -0.313915, -0.010647], [-1.439808, -0.673991, 1.321689], [-2.167605, -1.105456, 2.272109], [-3.558391, -1.628981, 2.178574], [-1.566045, -0.857165, 3.625184], [-2.210014, -1.038367, 4.837462], [-1.657756, -0.430565, 5.960504], [-0.520338, 0.355331, 5.847170], [0.092511, 0.446549, 4.605094], [-0.413625, -0.191053, 3.554612], [2.664002, 2.776623, 4.917647], [2.424013, 1.482052, 6.096881], [1.153822, 2.668520, 5.828583], [3.814454, 1.563995, 3.414809], [2.869111, 2.665759, 2.419692], [3.888984, -0.126550, 1.699483], [4.297872, 1.392494, 0.905746], [2.580579, -0.095163, -0.172128], [1.710101, 1.455003, -1.280148], [2.749092, 2.523245, -0.354298], [0.276226, 3.176019, -0.372955], [0.961769, 3.020002, 1.240768], [-0.864661, 1.841100, 1.473318], [-0.569409, 0.874440, -1.263316], [-1.911815, 1.797320, -0.569707], [-1.622211, -1.099580, -0.722483], [-2.973498, -0.190602, -0.030720], [-3.825755, -1.874268, 1.154371], [-4.270454, -0.899364, 2.571208], [-3.646449, -2.531222, 2.785332], [-3.127223, -1.604370, 4.906825], [-2.140110, -0.542677, 6.922229], [-0.125683, 0.882215, 6.703558], [-1.919637, 2.406151, 2.993856], [-2.939544, 3.114476, 2.964894], [-4.314838, 2.498144, 3.000159], [-5.101873, 2.710950, 1.698558], [-5.790626, 4.069294, 1.612031], [-4.844782, 5.265066, 1.591969], [-3.975208, 5.389404, 2.837724], [-2.857258, 4.444103, 2.872503], [-4.877251, 2.904475, 3.846139], [-4.157804, 1.437632, 3.195451], [-5.856781, 1.927288, 1.619846], [-4.427722, 2.576115, 0.844293], [-6.466256, 4.170444, 2.467892], [-6.422539, 4.094761, 0.723364], [-5.435263, 6.178319, 1.502187], [-4.194486, 5.227891, 0.712770], [-4.578348, 5.276023, 3.742638], [-3.530741, 6.381776, 2.883927], [-1.919343, 4.814976, 2.859865], [0.945210, -0.783647, -1.435662], [0.956568, -1.837816, -0.807747], [0.966707, -1.852824, 0.497464], [0.927166, -3.162243, -1.518416], [1.752410, -3.186011, -2.798214], [1.398070, -1.884211, -4.259115], [2.298711, -2.586385, -5.834519], [2.277504, -1.841254, -7.013677], [2.914814, -2.297665, -8.156887], [3.591833, -3.509608, -8.135093], [3.626902, -4.259897, -6.969448], [2.982855, -3.799958, -5.828334], [-0.532794, -1.798499, -4.572449], [-1.117142, -2.418347, -5.673926], [-2.492166, -2.389134, -5.865579], [-3.309894, -1.734339, -4.957528], [-2.745100, -1.103962, -3.856215], [-1.370478, -1.137378, -3.668594], [2.130856, -0.094628, -3.920100], [3.477421, 0.029040, -3.581144], [4.051040, 1.275613, -3.354183], [3.284810, 2.426581, -3.486074], [1.945521, 2.319883, -3.837553], [1.376249, 1.069281, -4.044068], [-0.129505, -3.349591, -1.750263], [1.231767, -3.949663, -0.828344], [1.582020, -4.158714, -3.267192], [2.819009, -3.161094, -2.553611], [1.759250, -0.887916, -7.045227], [2.886093, -1.708849, -9.064284], [4.091250, -3.866912, -9.025759], [4.154620, -5.204397, -6.947590], [3.022662, -4.405775, -4.930991], [-0.492858, -2.931332, -6.397175], [-2.925434, -2.876396, -6.729159], [-4.380457, -1.708798, -5.112960], [-3.381232, -0.577811, -3.152629], [-0.926558, -0.630653, -2.819724], [4.104346, -0.855290, -3.516149], [5.104521, 1.349608, -3.113220], [3.736863, 3.400565, -3.346120], [1.348490, 3.213316, -3.976037], [0.332757, 1.008059, -4.335324], [-0.552857, -4.103112, 2.383132], [1.187330, -3.469595, 3.360998], [1.797468, -4.414040, 4.180293], [2.952931, -4.063330, 4.850023], [3.455752, -2.782648, 4.677307], [2.773921, -1.917877, 3.847516], [1.649665, -2.236779, 3.183656], [1.368665, -5.400060, 4.280162], [3.451883, -4.777616, 5.490929], [4.362051, -2.458233, 5.168483], [3.151187, -0.918581, 3.692032]],
  "forces_ev_per_a": [[1.0, -0.6, -0.6], [0.0, 0.0, 0.0], [0.0, -0.1, 0.0], [-0.3, 0.0, 0.0], [0.1, 0.0, 0.1], [0.1, 0.0, 0.0], [-0.2, 0.0, 0.1], [0.0, 0.0, 0.0], [0.0, 0.1, 0.0], [-0.2, 0.0, 0.2], [0.0, 0.0, 0.0], [0.0, -0.1, -0.1], [-0.1, 0.0, 0.3], [-0.1, 0.1, 0.1], [0.0, 0.0, -0.1], [-0.1, 0.1, 0.0], [0.1, 0.1, 0.0], [-0.1, -0.1, 0.0], [0.1, 0.0, -0.1], [0.0, -0.2, 0.1], [-0.3, 0.2, 0.0], [0.0, 0.0, 0.0], [0.0, 0.0, 0.0], [0.0, 0.0, 0.0], [0.0, 0.0, 0.0], [0.0, 0.0, 0.0], [0.0, 0.0, 0.0], [0.0, 0.0, 0.0], [0.1, 0.0, 0.1], [0.0, 0.0, 0.0], [0.0, 0.0, 0.0], [0.0, 0.0, 0.0], [0.0, 0.0, 0.0], [0.0, 0.0, 0.0], [0.0, 0.0, 0.0], [0.0, 0.0, 0.0], [0.0, 0.1, 0.0], [0.0, 0.0, 0.0], [0.0, 0.0, 0.0], [0.0, 0.0, 0.0], [0.0, 0.0, 0.0], [0.0, 0.0, 0.0], [0.0, 0.0, 0.0], [0.0, 0.0, 0.0], [0.1, -0.1, -0.1], [0.0, -0.1, 0.0], [0.0, 0.0, 0.1], [0.0, 0.0, 0.0], [0.0, 0.0, 0.0], [0.0, 0.0, 0.0], [0.0, 0.0, 0.0], [0.0, 0.1, 0.0], [0.0, 0.0, 0.0], [0.0, 0.0, 0.0], [0.0, 0.0, 0.0], [0.0, 0.0, 0.0], [0.0, 0.0, 0.0], [0.0, 0.0, 0.0], [0.0, 0.0, 0.0], [0.0, 0.0, 0.0], [0.0, 0.0, 0.0], [0.0, 0.0, 0.0], [0.0, 0.0, 0.0], [0.0, -0.1, 0.0], [0.0, 0.1, -0.2], [0.0, 0.1, 0.3], [-0.1, 0.1, 0.0], [0.1, -0.1, -0.2], [-0.1, -0.1, 0.2], [0.0, 0.0, 0.0], [0.0, 0.0, 0.0], [0.0, 0.0, 0.0], [0.0, 0.0, 0.0], [0.0, 0.0, 0.0], [0.0, 0.0, 0.0], [0.0, 0.1, 0.2], [0.1, -0.1, 0.0], [0.0, 0.0, 0.0], [0.0, 0.0, 0.0], [0.0, 0.0, 0.0], [0.0, 0.0, 0.0], [0.1, -0.1, -0.1], [0.0, 0.0, 0.1], [0.0, 0.0, 0.0], [0.0, 0.0, 0.0], [0.0, 0.0, 0.0], [-0.1, 0.0, -0.1], [0.0, 0.0, 0.0], [0.0, 0.0, 0.0], [0.0, 0.0, 0.0], [0.0, 0.1, 0.0], [0.0, 0.0, 0.0], [0.0, 0.0, 0.0], [0.0, 0.0, 0.0], [0.0, 0.0, 0.0], [0.0, 0.0, 0.0], [0.0, 0.0, 0.0], [0.0, 0.0, 0.0], [0.0, 0.0, 0.0], [0.0, 0.0, 0.0], [0.0, 0.0, 0.0], [0.0, 0.0, 0.0], [0.0, 0.0, 0.0], [0.0, 0.0, 0.0], [0.0, 0.0, 0.0], [0.0, 0.0, 0.0], [0.0, -0.1, 0.0], [0.0, -0.1, 0.0], [0.0, 0.0, 0.0], [0.0, 0.0, 0.0], [0.0, 0.0, 0.0], [0.0, -0.1, 0.0], [-0.1, 0.3, 0.0], [0.0, 0.0, 0.0], [0.0, 0.0, 0.0], [0.0, 0.0, 0.0], [0.0, 0.0, 0.0]]
}



{
  "formula": "C47H58GdN4O6Se",
  "method": "ωB97M-V with the def2-TZVPD basis set",
  "homo_energy_ev": [-5.1, -5.1],
  "charge": -1,
  "lumo_energy_ev": [0.60, 0.61],
  "multiplicity": 8,
  "s2": 15.83,
  "elements": ["Gd", "C", "C", "C", "C", "C", "C", "C", "C", "C", "C", "H", "H", "H", "H", "H", "H", "H", "H", "H", "H", "H", "H", "H", "H", "C", "C", "C", "C", "C", "C", "C", "Se", "C", "C", "C", "C", "C", "C", "O", "C", "C", "C", "C", "C", "C", "C", "C", "C", "O", "C", "C", "C", "C", "C", "C", "H", "H", "H", "H", "H", "H", "H", "H", "H", "H", "H", "H", "H", "H", "H", "H", "H", "H", "H", "H", "H", "H", "H", "H", "H", "H", "H", "H", "H", "H", "H", "H", "H", "H", "H", "H", "H", "H", "H", "H", "O", "C", "C", "C", "C", "C", "C", "C", "O", "N", "O", "O", "H", "H", "H", "H", "N", "C", "N", "C", "N"],
  "xyz": [[1.113739, -0.553683, 0.506611], [4.137374, -0.828786, 6.225137], [3.393725, 0.525327, 6.382001], [1.881535, 0.309853, 6.614434], [3.752527, 1.387725, 5.188268], [5.110075, 1.685878, 4.949290], [5.494032, 2.411224, 3.814768], [4.511504, 2.933910, 2.977557], [4.963892, 3.593174, 1.725381], [3.161222, 2.830277, 3.307982], [2.785890, 2.021951, 4.382208], [3.866214, -1.477914, 7.080438], [5.207931, -0.682330, 6.266739], [3.895620, -1.318057, 5.281382], [3.743735, 1.072501, 7.306034], [1.335009, -0.018087, 5.692654], [1.342211, 1.199681, 6.957892], [1.828600, -0.446380, 7.376057], [5.888744, 1.323864, 5.644676], [6.532046, 2.571463, 3.586606], [4.127323, 3.857332, 1.061914], [5.747079, 3.002056, 1.140504], [5.488871, 4.574752, 1.919508], [2.386832, 3.314885, 2.730808], [1.730872, 1.753732, 4.463021], [-6.687092, -2.210394, -1.422766], [-5.729628, -3.264198, -0.810503], [-5.991707, -3.452989, 0.646518], [-5.867689, -4.622912, -1.558318], [-4.295837, -2.734079, -0.921319], [-3.978896, -1.536165, -0.282747], [-2.660769, -1.110081, -0.155620], [-2.268472, 0.327236, 1.062736], [-2.002067, 1.768567, -0.197903], [-3.064248, 2.500482, -0.608758], [-2.836668, 3.722824, -1.277054], [-1.584102, 4.055502, -1.687510], [-0.431612, 3.265276, -1.458324], [-0.626279, 2.129872, -0.587449], [0.329609, 1.441236, -0.030524], [0.866024, 3.599795, -2.253869], [2.031395, 3.783077, -1.265452], [1.028881, 2.385786, -3.182096], [0.897662, 4.886428, -3.182519], [-3.962951, 4.686965, -1.539472], [-3.518276, 6.177746, -1.263953], [-4.368894, 4.627238, -3.024951], [-5.204073, 4.394099, -0.674116], [-1.633933, -1.894728, -0.779009], [-0.376096, -1.621482, -0.583986], [-1.951036, -3.014102, -1.639784], [-3.299107, -3.425642, -1.646863], [-0.888879, -3.855152, -2.395809], [-0.278676, -4.840044, -1.358406], [-1.621403, -4.705145, -3.509543], [0.127619, -2.927501, -3.099433], [-7.666834, -2.702011, -1.488840], [-6.305959, -1.966430, -2.430862], [-6.719171, -1.298424, -0.823606], [-7.116516, -3.534990, 0.813005], [-5.535866, -2.730813, 1.365223], [-5.583194, -4.407779, 0.940044], [-6.881548, -4.999959, -1.347269], [-5.234683, -5.392513, -1.140865], [-5.768252, -4.518318, -2.676403], [-4.785505, -1.038011, 0.248112], [-4.100901, 2.111460, -0.522638], [-1.452936, 4.987071, -2.247044], [2.065156, 3.013666, -0.502657], [1.944072, 4.763426, -0.800725], [2.985253, 3.775532, -1.877169], [1.237519, 1.510304, -2.556673], [1.919787, 2.516766, -3.829934], [0.112329, 2.135061, -3.716276], [0.809110, 5.845787, -2.530194], [0.116669, 4.955070, -3.947858], [1.878838, 4.973483, -3.641138], [-2.964362, 6.590835, -2.101765], [-2.866361, 6.246704, -0.414173], [-4.355662, 6.888812, -1.016524], [-3.535823, 4.785579, -3.719254], [-5.141224, 5.336543, -3.320564], [-4.779848, 3.573875, -3.195831], [-4.883735, 4.497563, 0.347382], [-5.542232, 3.339731, -0.784097], [-6.065152, 5.081290, -0.880543], [-3.538489, -4.304100, -2.234444], [-1.015976, -5.554847, -0.969742], [0.093728, -4.268227, -0.496084], [0.555309, -5.373069, -1.825649], [-2.294518, -5.347560, -2.959093], [-0.922214, -5.276272, -4.139543], [-2.262878, -4.067819, -4.176291], [0.734506, -2.310382, -2.392773], [-0.363147, -2.154252, -3.704881], [0.869563, -3.504955, -3.711717], [2.780530, 0.155018, -0.893046], [3.750663, -0.477663, -1.506232], [4.380088, -1.675964, -1.038733], [5.604424, -2.094062, -1.573008], [6.256032, -3.264645, -1.075085], [5.699443, -4.093531, -0.106616], [4.496791, -3.682516, 0.457494], [3.858844, -2.466902, 0.110423], [2.756416, -2.121539, 0.705485], [7.612325, -3.396045, -1.409890], [8.084045, -2.649940, -2.297037], [8.294784, -4.235059, -0.787862], [4.090231, -0.059984, -2.474642], [6.142158, -1.423459, -2.283811], [6.298746, -4.984848, 0.206027], [3.907458, -4.286623, 1.160520], [-2.402877, -4.809004, 2.653724], [-1.755971, -3.924978, 3.104148], [-0.968088, -3.045701, 3.709385], [-0.383602, -2.057201, 3.138723], [0.279299, -1.165010, 2.716332]],
  "forces_ev_per_a": [[-2.5, 0.2, 0.7], [-0.6, 0.2, 1.1], [-0.1, 0.2, 0.2], [0.1, 0.1, -1.2], [0.0, 1.2, 0.0], [0.1, 0.0, -0.2], [-1.1, -0.6, 1.0], [0.2, 0.2, -0.1], [1.3, 1.3, -1.3], [0.5, -0.7, 0.4], [0.4, -0.8, -0.1], [0.1, 0.1, -0.5], [0.3, 0.0, -0.1], [-0.2, 0.0, 0.1], [0.0, -0.7, -0.8], [0.6, -0.1, 0.7], [0.3, 0.0, 0.0], [-0.5, -0.4, 0.3], [-0.5, 0.1, -0.5], [0.3, 0.0, -0.1], [0.3, -0.3, 0.1], [-1.2, 0.5, 0.8], [-0.5, -0.9, 0.0], [0.1, 0.0, -0.3], [0.3, 0.3, 0.4], [0.4, -0.9, -0.4], [1.2, 0.7, -1.2], [-1.7, -0.5, 1.6], [-1.3, 0.8, -0.3], [0.5, -0.4, -1.0], [0.2, -0.7, 0.2], [0.2, -1.0, -0.6], [0.1, 0.0, -0.8], [2.1, -0.1, -0.2], [-1.1, 0.8, -0.9], [-1.2, -0.5, 0.6], [1.8, -0.2, -0.3], [-1.1, 0.3, 0.0], [-1.4, 0.6, 0.4], [1.3, -0.3, -0.3], [-0.4, 0.0, 0.1], [0.9, -0.1, -1.4], [1.1, -0.5, 0.6], [-0.9, 1.1, 2.2], [-1.0, 1.8, -0.8], [-0.8, 0.0, 0.2], [-0.5, -1.8, -0.3], [-0.3, -0.3, -0.5], [-1.1, -0.5, -0.6], [1.9, 0.6, 0.5], [-1.1, 0.6, 0.7], [0.4, 1.0, 0.5], [-0.8, 0.2, -0.3], [0.3, 0.7, -0.3], [0.1, 1.2, 0.2], [1.3, 0.2, 0.5], [-0.1, 0.5, -0.1], [-0.4, 0.0, 0.3], [-0.1, -0.1, -0.1], [1.2, 0.2, 0.1], [-0.6, -0.2, -0.9], [0.2, -0.4, 0.3], [0.0, 0.2, -0.3], [0.6, 0.0, -0.1], [0.1, -0.2, 1.2], [0.3, 0.2, 0.0], [1.0, 0.4, 0.5], [0.0, -0.3, 0.2], [0.0, -0.2, 0.0], [0.0, 0.1, 0.1], [-0.7, 0.0, 0.8], [0.0, 0.0, 0.0], [-0.6, -0.1, 0.0], [0.1, 0.4, -0.3], [0.0, -1.5, -1.0], [0.1, -0.3, 0.1], [0.1, -0.3, -0.2], [0.0, 0.0, -0.2], [0.4, -0.2, 0.6], [0.4, -0.9, -0.5], [0.1, -0.1, 0.3], [-0.2, 0.1, 0.3], [0.5, 1.3, -0.1], [-0.2, 0.1, 0.7], [0.0, 0.8, -0.1], [0.8, -0.5, 0.1], [-0.3, 0.3, 0.4], [0.1, 0.2, -0.3], [0.0, -0.2, -0.2], [0.0, -0.1, 0.2], [0.0, -0.7, -0.4], [-0.1, 0.1, 0.4], [0.7, -0.4, 0.6], [-0.5, -0.8, -0.3], [-0.1, -0.5, -0.2], [-0.8, 0.4, 0.3], [3.7, -2.0, -2.6], [-2.7, 1.6, 1.8], [0.1, -1.0, 1.3], [0.8, -0.3, 0.2], [-1.2, 2.5, -0.8], [-0.7, -0.1, 1.0], [0.3, -1.0, 0.1], [-1.8, 1.2, -0.8], [1.8, -0.6, -0.7], [2.7, -0.3, -0.9], [-0.5, -1.2, 1.3], [-0.9, 1.1, -1.0], [0.0, 0.0, 0.5], [-0.5, -0.9, 0.5], [-1.0, 0.9, -0.2], [0.6, 0.2, -0.2], [1.4, 2.2, 1.1], [-0.9, -1.8, -1.0], [-0.2, 0.4, -0.2], [0.9, 0.3, -0.5], [-0.6, -1.0, 0.4]]
}



Respective E values: -153962.634; -154107.879 eV.